# 1
{"formula": "C44H88O22S7", "method": "wB97M-V/def2-TZVPD", "energy_ha": -6171.8103, "mol_weight_da": 1193.63, "total_charge": 0, "smiles": "O=S1(=O)CCCC1.O=S1(=O)CCCC1.O=S1(=O)CCCC1.O=S1(=O)CCCC1.O=S1(=O)CCCC1.O=S1(=O)CCCC1.O=S1(=O)CCCC1.CCOC(C)=O.CCOC(C)=O.CCOC(C)=O.CCOC(C)=O", "homo_ev": -9.79, "homo_lumo_gap_ev": 10.03, "relative_energy_kcal_mol": 0.0, "e_lumo_ev": 0.25, "species": ["H", "H", "H", "O", "S", "H", "H", "H", "H", "O", "H", "H", "H", "O", "H", "C", "H", "C", "O", "C", "C", "O", "S", "H", "C", "H", "C", "O", "H", "C", "H", "H", "H", "H", "C", "H", "C", "H", "H", "H", "H", "H", "H", "O", "C", "C", "C", "O", "H", "H", "H", "H", "H", "H", "O", "H", "S", "C", "H", "H", "H", "H", "H", "C", "H", "O", "H", "H", "H", "C", "H", "H", "H", "O", "H", "C", "H", "H", "C", "H", "C", "H", "H", "H", "C", "H", "H", "H", "H", "O", "C", "C", "C", "H", "C", "C", "C", "O", "O", "H", "C", "C", "C", "H", "H", "H", "H", "O", "H", "H", "O", "H", "O", "H", "C", "H", "C", "C", "H", "H", "H", "C", "H", "H", "S", "H", "C", "O", "H", "H", "H", "H", "H", "S", "C", "H", "C", "C", "O", "H", "O", "O", "H", "C", "H", "O", "H", "C", "C", "S", "H", "C", "H", "C", "C", "H", "H", "H", "S", "C", "C"], "xyz": [[-25.521, 3.303, -6.705], [-23.770, 4.579, -1.043], [-22.192, 16.677, -6.350], [-17.967, 14.789, -8.491], [-28.147, 6.801, -10.265], [-24.034, 13.361, -8.619], [-19.616, 10.862, 0.019], [-21.271, 9.605, -1.557], [-22.680, 3.432, -5.775], [-24.494, 6.232, -7.794], [-19.869, 8.850, -2.351], [-18.381, 12.675, -10.876], [-19.133, 6.762, -0.462], [-21.267, 9.774, -4.165], [-24.354, 10.219, -2.366], [-20.667, 10.796, -3.861], [-30.057, 8.592, -3.727], [-23.772, 11.332, -8.007], [-28.789, 5.517, -10.007], [-21.265, 6.566, -0.580], [-28.737, 7.424, -4.954], [-27.000, 6.929, -11.120], [-21.255, 8.535, -9.732], [-25.335, 8.297, -5.946], [-23.815, 4.586, -4.479], [-26.354, 13.364, -8.785], [-24.576, 3.788, -6.704], [-21.158, 7.965, -8.449], [-24.136, 2.525, -5.159], [-22.644, 7.625, -11.770], [-24.481, 9.294, -4.869], [-23.576, 8.801, -10.075], [-23.774, 8.787, -7.769], [-20.451, 12.945, -4.189], [-23.566, 9.267, -6.827], [-23.079, 4.601, -3.652], [-27.494, 11.693, -5.689], [-21.459, 17.439, -4.204], [-23.858, 11.552, -1.395], [-17.580, 10.621, -8.766], [-23.458, 18.668, -5.327], [-28.169, 6.842, -8.014], [-30.373, 7.483, -10.737], [-28.951, 12.144, -8.551], [-18.591, 11.945, -10.092], [-19.801, 6.040, -0.799], [-20.346, 7.692, -10.983], [-20.097, 10.915, -2.641], [-21.080, 6.726, -12.770], [-23.479, 6.699, 1.092], [-24.160, 3.595, -7.703], [-29.138, 8.569, -11.449], [-27.802, 5.603, -4.150], [-28.219, 11.656, -4.923], [-30.063, 13.058, -10.575], [-19.277, 9.057, 0.047], [-24.930, 5.516, -6.597], [-29.141, 8.760, -4.244], [-19.540, 11.709, -8.204], [-27.844, 7.586, -5.560], [-19.599, 5.953, -1.889], [-28.377, 14.864, -8.574], [-22.558, 12.596, -9.082], [-16.515, 12.537, -8.825], [-23.390, 6.955, -12.215], [-27.457, 7.187, -1.443], [-27.907, 11.913, -11.857], [-23.921, 12.081, -3.787], [-26.570, 7.407, -8.597], [-23.099, 15.143, -5.228], [-22.841, 6.222, -5.651], [-22.530, 8.552, -12.427], [-25.365, 12.707, -10.705], [-21.045, 9.947, -9.899], [-27.830, 12.362, -6.480], [-21.352, 6.831, -11.734], [-16.068, 13.300, -9.494], [-27.605, 9.512, -9.452], [-24.842, 12.160, -3.214], [-24.490, 17.556, -4.477], [-27.966, 14.426, -9.563], [-20.001, 13.263, -8.881], [-29.200, 6.129, -3.201], [-24.802, 4.476, -3.973], [-23.532, 17.685, -4.981], [-21.509, 5.828, -11.292], [-25.365, 10.093, -6.153], [-24.976, 6.163, 0.670], [-25.569, 11.085, -1.469], [-22.038, 5.532, -0.790], [-24.000, 5.853, 0.687], [-19.188, 12.529, -8.790], [-20.358, 11.982, -4.766], [-24.288, 6.762, -4.685], [-26.271, 13.200, -10.878], [-24.660, 11.195, -2.059], [-23.213, 16.508, -5.932], [-24.244, 15.454, -2.928], [-21.755, 14.877, -2.943], [-27.358, 10.570, -5.835], [-29.559, 8.862, -9.343], [-27.497, 12.125, -10.872], [-29.468, 8.040, -10.571], [-24.000, 14.508, -5.124], [-27.203, 11.182, -10.414], [-19.413, 7.236, -10.671], [-30.192, 8.334, -8.598], [-26.268, 5.696, -6.089], [-15.776, 12.221, -8.105], [-26.291, 13.759, -11.761], [-21.592, 7.676, -0.302], [-22.582, 17.848, -2.937], [-26.006, 7.325, -3.445], [-29.489, 7.110, -5.607], [-23.689, 3.416, -5.509], [-23.852, 5.034, 1.418], [-28.388, 6.470, -3.853], [-27.971, 9.074, -3.253], [-19.290, 11.166, -10.402], [-23.200, 7.185, -9.605], [-28.211, 9.437, -7.766], [-22.863, 7.986, -10.280], [-19.343, 11.971, -5.185], [-22.593, 13.168, -7.515], [-27.305, 7.460, -2.844], [-21.064, 11.951, -5.597], [-22.511, 17.328, -3.851], [-25.580, 13.102, -5.599], [-29.305, 9.654, -4.877], [-22.317, 14.523, -5.536], [-22.679, 8.906, -6.335], [-27.174, 9.604, -3.731], [-25.812, 14.841, -9.539], [-28.840, 12.847, -9.852], [-27.686, 7.516, -8.653], [-18.235, 10.122, -0.855], [-24.764, 9.238, -5.897], [-17.291, 11.379, -9.529], [-25.935, 11.629, -3.950], [-19.688, 5.140, -0.209], [-24.658, 10.905, -8.672], [-17.868, 13.303, -6.580], [-28.264, 9.630, -2.411], [-23.485, 5.555, -0.682], [-28.237, 15.041, -10.359], [-23.168, 10.637, -7.055], [-23.964, 6.213, -1.386], [-26.533, 14.043, -9.611], [-19.303, 10.025, -0.622], [-17.846, 13.456, -7.965], [-25.064, 13.129, -2.804], [-26.288, 12.244, -5.087], [-20.187, 8.509, -11.673], [-20.232, 9.778, -1.793], [-23.238, 12.695, -8.251], [-16.676, 10.806, -10.242], [-29.968, 9.882, -9.550], [-23.806, 16.451, -6.823], [-22.899, 15.624, -3.518], [-28.221, 8.919, -8.750], [-23.845, 5.899, -5.217]]}

# 2
{"formula": "C44H88O27", "method": "wB97M-V/def2-TZVPD", "energy_ha": -3760.3769, "multiplicity": 2, "mol_weight_da": 1049.16, "s_squared": 0.754, "total_charge": 1, "homo_ev": [-11.33, -11.33], "homo_lumo_gap_ev": [9.66, 3.15], "relative_energy_kcal_mol": 40.2, "e_lumo_ev": [-1.68, -8.18], "species": ["H", "H", "H", "H", "H", "H", "H", "O", "H", "H", "H", "H", "C", "C", "H", "C", "H", "O", "O", "H", "C", "H", "H", "H", "H", "O", "C", "C", "H", "H", "O", "C", "C", "O", "H", "H", "H", "H", "C", "H", "H", "H", "H", "H", "C", "C", "C", "H", "H", "H", "C", "H", "C", "O", "H", "H", "O", "H", "H", "C", "O", "H", "H", "C", "H", "O", "H", "H", "C", "H", "C", "C", "O", "H", "O", "H", "C", "O", "H", "H", "O", "H", "H", "H", "C", "C", "C", "H", "H", "H", "C", "H", "H", "C", "C", "H", "C", "H", "C", "H", "C", "O", "C", "C", "H", "H", "H", "H", "C", "H", "C", "H", "H", "H", "H", "H", "H", "H", "O", "O", "H", "C", "O", "H", "C", "H", "O", "O", "H", "H", "H", "H", "C", "C", "O", "H", "C", "H", "C", "C", "H", "O", "O", "C", "H", "C", "H", "H", "H", "H", "H", "C", "H", "O", "O", "O", "C", "H", "O"], "xyz": [[3.640, 0.092, -2.654], [1.320, 5.424, 2.285], [-4.695, -4.690, -1.357], [-3.833, 1.870, -2.258], [0.738, 1.245, 1.980], [2.482, 1.363, -2.912], [-7.115, 2.699, 0.659], [-6.672, 4.487, -4.404], [-4.080, 2.237, 0.962], [8.351, 3.342, 1.037], [2.503, -0.181, 1.379], [-8.209, 5.384, -3.289], [1.946, -4.230, -0.603], [5.372, -1.710, 0.221], [4.948, -1.316, -0.703], [1.161, -3.276, 3.779], [-7.525, 1.229, 4.920], [-0.101, -5.438, -0.013], [3.186, -2.096, 3.572], [4.982, -4.258, 1.938], [6.660, -3.460, 1.080], [0.070, -8.372, 2.405], [-3.816, -5.237, -2.769], [2.079, -4.535, -1.641], [-6.481, 2.639, 4.854], [5.401, 1.742, -1.145], [-8.055, 4.604, -4.034], [5.252, -4.006, 0.913], [-1.691, -4.216, 2.628], [3.069, 2.859, 1.964], [7.324, 1.928, -0.139], [4.426, -1.808, 3.989], [1.580, -0.363, 0.828], [-3.444, -3.230, 1.159], [1.583, 2.341, -6.325], [-0.118, -0.241, 2.385], [3.675, 2.858, -1.164], [-1.411, -8.915, 1.738], [-3.342, 3.873, -3.174], [-8.188, 2.929, 4.649], [-6.229, 1.759, -0.467], [-4.509, -1.786, 2.020], [6.676, -0.179, 3.067], [-0.176, 1.077, -1.610], [-5.784, 4.212, -3.412], [0.982, 3.167, -6.705], [-2.689, -4.096, 3.051], [-4.625, -4.532, 2.093], [-4.030, -2.722, -2.970], [9.292, 1.962, 0.694], [-3.360, -3.160, -2.230], [-2.122, 3.938, 4.232], [1.567, 3.787, -8.010], [-6.748, -0.254, 3.256], [-1.121, -0.266, 0.060], [-1.380, -7.396, 2.720], [-6.396, 0.815, 1.254], [-2.902, -1.286, 1.398], [0.665, -4.222, 3.558], [-0.604, 0.611, 0.450], [5.488, 2.657, 0.994], [3.048, 3.916, 3.332], [3.528, 1.360, -0.479], [2.665, -3.400, 3.584], [5.347, -0.985, 1.035], [-1.606, -1.006, -3.152], [-8.600, 4.879, -4.937], [-5.189, 3.142, 2.095], [8.264, 2.265, 0.891], [-8.427, 3.633, -3.708], [-3.064, -2.641, 3.298], [-7.397, 2.205, 4.453], [5.116, -2.501, 4.718], [-4.894, 3.768, 0.522], [-7.202, 1.987, 3.012], [-3.404, 4.379, -2.211], [-3.457, -2.057, 1.932], [0.814, 4.217, -5.780], [6.837, -3.069, 2.081], [7.557, -1.679, 0.358], [0.074, 2.761, -4.010], [-3.161, 1.763, -3.831], [4.028, 1.585, -3.525], [8.078, 1.861, 1.886], [-4.989, 2.830, 1.070], [-0.753, 4.064, 1.266], [6.010, 2.153, 0.003], [5.257, -4.853, 0.226], [-2.963, -5.075, -1.272], [0.891, -2.984, 4.794], [4.011, 1.835, -1.333], [0.654, -2.511, 3.192], [-0.157, -3.529, -0.515], [-3.741, -4.612, -1.879], [-3.114, 2.355, -2.917], [-2.547, 4.361, -3.738], [-3.555, -4.456, 1.899], [-3.985, -2.519, 3.868], [2.415, 3.512, 2.542], [-2.259, -2.089, 3.784], [-0.862, -8.003, 1.977], [-1.695, 3.958, 0.465], [0.296, -6.293, 0.859], [-6.787, 0.764, 2.574], [7.477, -4.149, 0.865], [6.955, -2.572, -0.910], [-1.326, 1.415, 0.596], [0.957, 4.464, -8.609], [0.370, 3.859, -4.499], [0.833, 1.979, -0.458], [0.923, -1.773, -3.686], [3.171, -4.013, 4.330], [1.866, -2.222, -4.002], [-3.212, -5.301, 1.303], [2.977, -3.957, 2.700], [0.636, -1.179, -4.554], [1.062, -1.190, -2.776], [-2.755, 3.223, 2.722], [-0.598, -7.326, 0.817], [-0.160, -2.748, -3.537], [5.849, 1.140, 3.935], [0.369, 0.303, 1.575], [0.567, 4.018, 0.914], [6.378, -0.292, 4.784], [-6.231, 2.067, 0.579], [0.749, 4.310, -1.874], [1.122, -6.146, 1.730], [-5.992, 3.987, -2.255], [-2.889, -4.877, 3.784], [-0.951, 4.848, -2.133], [2.524, 4.301, -7.921], [1.684, 2.840, 2.992], [-1.354, -2.198, -3.188], [6.703, -2.312, 0.118], [1.485, 0.026, -0.513], [0.459, 5.958, -2.098], [0.545, -4.183, 0.002], [2.600, -4.879, -0.021], [0.432, 0.997, -0.708], [1.601, 4.567, 1.673], [-3.276, -2.596, -1.301], [4.557, -2.827, 0.484], [-0.920, 4.261, 2.588], [5.951, 0.059, 3.845], [1.254, -1.399, 0.925], [0.091, 4.984, -2.422], [1.692, 2.980, -8.732], [2.251, -3.184, -0.600], [2.297, 4.989, 0.948], [-0.026, 2.832, -6.950], [-2.769, 4.972, 2.963], [-2.204, 4.059, 3.152], [-2.111, 2.221, -2.513], [-2.105, -3.254, -2.830], [-4.534, 4.142, -3.966], [4.692, -0.548, 3.595], [3.524, 1.176, -2.650], [0.446, -3.749, 0.997], [0.311, 4.955, -3.820]]}

# 3
{"formula": "C44H90BINO17", "method": "wB97M-V/def2-TZVPD", "energy_ha": -3386.3441, "mol_weight_da": 1042.91, "total_charge": 1, "homo_ev": -11.89, "homo_lumo_gap_ev": 8.80, "e_lumo_ev": -3.10, "species": ["C", "H", "H", "O", "H", "H", "O", "C", "C", "C", "C", "H", "C", "H", "C", "C", "H", "O", "H", "H", "I", "H", "H", "H", "H", "O", "C", "H", "C", "C", "H", "C", "O", "H", "C", "O", "O", "C", "H", "H", "O", "C", "C", "H", "B", "H", "H", "H", "H", "C", "C", "H", "O", "O", "H", "O", "C", "C", "C", "H", "H", "H", "H", "C", "H", "H", "C", "C", "H", "H", "H", "H", "H", "C", "H", "H", "C", "H", "C", "H", "H", "H", "H", "H", "H", "O", "H", "C", "H", "H", "H", "H", "H", "H", "O", "H", "O", "H", "H", "H", "C", "H", "C", "H", "H", "H", "H", "H", "H", "H", "O", "C", "H", "H", "H", "H", "O", "H", "C", "H", "C", "C", "H", "C", "H", "H", "C", "H", "C", "H", "C", "C", "H", "N", "H", "H", "H", "H", "H", "C", "H", "C", "H", "C", "C", "H", "H", "O", "H", "H", "H", "H", "C", "H"], "xyz": [[2.085, -0.409, 3.125], [-7.922, 8.179, -2.378], [-5.902, -5.817, -5.737], [3.093, -7.486, 6.440], [0.004, -0.989, -8.962], [-3.852, 2.812, 0.838], [1.917, 0.616, -8.018], [0.839, 5.383, 0.681], [2.479, -2.502, 1.241], [2.959, 1.025, -0.164], [-0.180, -7.961, -4.724], [3.730, 6.883, -2.037], [2.558, -2.389, -0.394], [1.544, 8.212, -1.229], [-2.369, -4.040, 6.407], [-0.273, 4.177, 0.620], [1.848, 4.879, 1.071], [-4.875, -3.015, 6.613], [0.335, -0.942, 4.485], [-1.275, -4.095, 6.406], [4.731, -2.234, -0.763], [0.438, -1.246, -0.501], [-1.882, 5.813, 0.968], [-1.369, -0.278, 1.455], [3.711, -0.609, 1.633], [-2.717, -2.760, 5.862], [-4.991, 6.817, -2.061], [2.064, -2.298, -3.194], [2.867, -0.103, -7.372], [-0.383, 0.842, 3.181], [0.480, 6.209, 1.452], [-6.998, 8.436, -0.461], [3.546, -0.998, -7.856], [-0.010, -8.363, -5.729], [1.639, -3.366, -2.880], [-3.906, 6.943, -2.864], [-2.557, -5.474, -5.369], [-4.933, -6.010, -5.268], [-5.534, 0.313, 5.058], [0.382, 1.732, 3.195], [-0.827, -6.692, -4.776], [1.163, 6.004, -0.813], [-1.819, 4.647, 0.898], [4.171, 8.238, -0.714], [2.161, -3.685, -1.330], [4.399, 4.634, 3.414], [1.845, 7.696, 0.558], [-0.953, 1.492, 0.959], [1.670, -0.722, -1.740], [-2.775, 6.198, -2.422], [2.073, -6.845, 7.060], [3.732, 1.380, 0.671], [-5.070, 6.096, -1.076], [-4.174, -1.172, 5.437], [2.703, -3.776, -4.901], [2.026, -7.267, 8.348], [2.060, 7.367, -0.562], [4.443, 6.077, 0.004], [4.513, 4.671, 2.237], [1.365, -5.543, 9.284], [-0.195, 3.606, -0.425], [0.139, 6.225, -1.386], [0.717, -1.246, -10.574], [1.610, -1.068, -0.624], [2.657, 0.247, -9.936], [0.064, -6.635, 8.688], [4.240, 6.203, 1.625], [3.971, -5.765, 4.953], [1.712, 5.190, -1.457], [4.200, 4.986, -0.406], [0.791, -7.829, -4.239], [-4.964, -5.664, -4.229], [3.510, -2.959, 1.558], [1.910, 2.173, -2.052], [-4.024, -4.237, -6.059], [3.982, -7.887, 4.649], [2.555, -0.874, 1.604], [-6.275, 7.947, 0.198], [-1.985, -6.698, -5.481], [-6.617, 9.444, -0.657], [1.258, 0.488, 0.887], [1.403, -5.075, -4.441], [2.682, -1.036, 3.937], [-7.949, 8.513, 0.074], [5.608, 6.238, -0.197], [2.102, 2.141, -0.593], [3.129, 6.457, 1.930], [-2.928, 1.179, 2.258], [0.077, 3.369, 1.426], [4.895, -5.734, 5.540], [3.155, -5.077, -3.559], [-2.589, -6.140, 5.935], [-1.998, 6.270, -3.188], [2.375, -7.178, 4.503], [-5.959, 7.648, -2.521], [4.987, 6.919, 2.171], [1.337, -6.007, 6.557], [1.417, -5.566, -1.068], [-3.607, 0.465, 1.584], [1.591, -3.125, 1.713], [-2.924, -5.170, 5.556], [-4.780, -7.093, -5.235], [-4.005, -2.376, 6.038], [-2.386, 6.628, -1.493], [3.861, 0.044, -4.286], [-2.695, -4.117, 7.450], [-0.005, -1.459, 2.701], [3.754, 3.896, 1.738], [1.108, 1.083, -9.831], [3.624, 0.616, -1.048], [2.916, 0.317, -6.084], [-5.521, -0.705, 5.457], [2.358, 0.725, 3.296], [-1.081, 0.983, 4.122], [1.017, -7.070, 10.120], [-2.519, 4.337, -0.018], [-2.445, -7.654, -6.090], [-5.919, -0.681, 6.476], [1.705, 0.274, -9.394], [-0.774, -8.658, -4.125], [3.312, -7.129, 5.068], [0.440, -0.573, 3.360], [1.513, -1.874, -9.122], [-1.376, 0.851, 1.843], [-4.360, 2.913, 2.659], [-3.135, 0.821, 3.375], [-2.327, 3.881, 2.295], [5.643, 4.371, 2.005], [1.059, -6.584, 9.141], [2.552, 3.058, -2.522], [2.286, -4.423, -3.990], [3.805, -0.440, -5.266], [-4.017, -5.167, 5.548], [2.055, -0.047, 0.431], [-6.143, -1.337, 4.814], [-1.440, 3.545, 2.981], [3.413, -1.453, -5.130], [0.746, 2.319, -2.268], [2.222, 1.196, -2.616], [-3.423, 2.711, 1.948], [-2.600, -5.063, 4.516], [3.657, 7.202, -0.890], [0.468, -3.401, -2.869], [0.942, -1.033, -9.525], [-7.174, 7.670, -1.761], [3.324, -4.973, 5.340], [-3.757, -5.658, -7.068], [2.290, -5.096, -0.865], [-3.024, 5.141, -2.283], [4.204, -5.535, 3.909], [-7.539, 6.651, -1.588], [4.812, -0.469, -5.694], [-3.819, -5.313, -6.030], [-2.907, 4.731, 2.898]]}

The calculation returns the following max |F| values, one per record and in order: 4.2; 3.7; 4.6 eV/A.